Molecular formula: C40H38N3O7PS5V
Method: DFT, ωB97M-V with the def2-TZVPD basis set

The spin multiplicity is 3. The expectation value of S² is 2.019. The energy above the lowest of the compared OMol25 structures with the same formula, charge and spin comes out at 0.0 kJ/mol. Its strongest force on any atom is 0.6 eV/Å. The value obtained for the HOMO energy (spin up / spin down) is -5.12 / -5.11 eV. The frontier orbital gap (spin up / spin down) comes out at 6.559 / 6.466 eV. As for the charge: -1. For the LUMO energy (spin up / spin down), the calculation gives 1.4 / 1.4 eV.

Geometry (Å):
V: -0.11 0.22 0.22
C: -0.08 0.88 4.69
C: 1.26 0.63 4.96
C: 2.14 0.43 3.91
C: 1.66 0.44 2.60
C: 0.29 0.57 2.29
C: -0.54 0.84 3.38
C: 2.61 0.41 1.47
C: 4.01 0.54 1.65
C: 4.84 0.60 0.58
C: 4.30 0.56 -0.72
C: 5.10 0.67 -1.88
C: 4.54 0.65 -3.12
C: 3.14 0.51 -3.25
C: 2.34 0.39 -2.15
C: 2.91 0.41 -0.85
N: 2.09 0.30 0.25
H: -0.77 1.09 5.50
H: 1.62 0.62 5.99
H: 3.18 0.26 4.14
H: -1.60 1.01 3.21
H: 4.41 0.63 2.65
H: 5.91 0.71 0.71
H: 6.17 0.78 -1.76
H: 5.15 0.74 -4.01
H: 2.68 0.49 -4.23
H: 1.28 0.26 -2.26
O: -1.03 0.57 -3.75
C: -0.89 0.97 -2.61
O: -0.85 0.17 -1.58
C: -0.74 2.44 -2.33
C: -1.12 3.30 -3.34
C: -0.98 4.68 -3.18
C: -0.43 5.21 -2.03
C: -0.01 4.35 -1.04
C: -0.19 2.93 -1.10
O: 0.11 2.19 -0.11
N: 0.62 4.97 0.13
O: 0.29 6.11 0.41
O: 1.44 4.33 0.76
N: -1.39 5.58 -4.24
O: -1.30 6.78 -4.05
O: -1.88 5.09 -5.25
H: -1.52 2.89 -4.25
H: -0.31 6.27 -1.91
C: -2.88 3.64 0.23
S: -4.42 2.82 0.69
C: -4.38 1.41 -0.35
C: -3.58 0.33 -0.24
S: -2.44 0.03 1.05
S: -3.92 -0.95 -1.38
C: -5.22 -0.21 -2.23
S: -6.08 -0.95 -3.43
S: -5.57 1.37 -1.63
H: -2.83 4.57 0.80
H: -2.88 3.87 -0.84
H: -2.02 3.01 0.49
C: 2.16 -2.95 -1.19
C: 1.64 -3.60 0.10
C: 1.75 -5.11 -0.10
C: 2.52 -3.17 1.28
P: -0.09 -2.86 0.33
C: -0.96 -3.63 -1.10
C: -1.44 -4.95 -1.11
C: -2.03 -5.48 -2.24
C: -2.16 -4.71 -3.39
C: -1.68 -3.41 -3.40
C: -1.09 -2.88 -2.26
C: -0.89 -3.57 1.89
C: -0.41 -4.93 2.40
C: -2.40 -3.63 1.68
C: -0.61 -2.55 3.01
H: 3.24 -3.12 -1.28
H: 1.98 -1.88 -1.22
H: 1.68 -3.38 -2.07
H: 2.80 -5.34 -0.33
H: 1.15 -5.45 -0.94
H: 1.48 -5.68 0.78
H: 3.56 -3.38 1.04
H: 2.27 -3.72 2.18
H: 2.42 -2.11 1.49
H: -1.35 -5.57 -0.24
H: -2.41 -6.50 -2.23
H: -2.64 -5.12 -4.27
H: -1.79 -2.78 -4.28
H: -0.76 -1.85 -2.28
H: -0.55 -5.74 1.69
H: -1.00 -5.18 3.29
H: 0.64 -4.92 2.71
H: -2.70 -4.45 1.03
H: -2.79 -2.70 1.26
H: -2.88 -3.78 2.65
H: 0.46 -2.37 3.16
H: -1.02 -2.93 3.95
H: -1.09 -1.60 2.80

Molecular formula: C5H8O2
Method: DFT, ωB97M-V with the def2-TZVPD basis set

The energy above the lowest of the compared OMol25 structures with the same formula, charge and spin comes out at 412.5 kJ/mol. Its strongest force on any atom is 0.8 eV/Å. The value obtained for the HOMO energy is -8.86 eV. The frontier orbital gap comes out at 9.695 eV. For the LUMO energy, the calculation gives 0.8 eV.

Geometry (Å):
O: 0.21 2.28 -0.35
C: -0.54 1.25 0.23
C: -0.78 0.11 -0.79
C: 0.32 -0.93 -0.58
C: 0.25 -1.41 0.87
C: 1.27 -0.29 1.13
O: 1.54 -0.21 -0.20
H: 1.04 1.86 -0.62
H: -1.46 1.65 0.66
H: -1.76 -0.37 -0.69
H: -0.73 0.54 -1.80
H: 0.50 -1.63 -1.41
H: -0.73 -1.43 1.36
H: 0.80 -2.34 1.06
H: 0.06 0.90 1.14

Molecular formula: C5H7NO
Method: DFT, ωB97M-V with the def2-TZVPD basis set

The energy above the lowest of the compared OMol25 structures with the same formula, charge and spin comes out at 563.8 kJ/mol. Its strongest force on any atom is 6.2 eV/Å. As for the SMILES: [H]/N=C(/C=C)C(=C)O. The value obtained for the HOMO energy (spin up / spin down) is -8.05 / -8.05 eV. The frontier orbital gap (spin up / spin down) comes out at 7.599 / 7.599 eV. For the LUMO energy (spin up / spin down), the calculation gives -0.4 / -0.4 eV.

Geometry (Å):
H: 0.14 -2.53 -0.74
N: 0.82 -1.83 -0.43
C: 0.35 -0.74 -0.03
C: 0.34 0.69 -0.83
C: 1.55 1.17 -1.15
C: -0.60 -0.09 0.85
C: -1.93 -0.40 0.74
O: -0.16 0.62 1.95
H: -0.55 1.22 -1.17
H: 2.45 0.64 -0.86
H: 1.67 2.00 -1.83
H: -2.33 -0.81 -0.18
H: -2.55 -0.40 1.63
H: 0.79 0.46 2.05

Molecular formula: C19H15ClFNO3S
Method: DFT, ωB97M-V with the def2-TZVPD basis set

The energy above the lowest of the compared OMol25 structures with the same formula, charge and spin comes out at 6.1 kJ/mol. Its strongest force on any atom is 0.9 eV/Å. As for the SMILES: O=S(=O)(NCc1c(Cl)cccc1Oc1ccccc1)c1ccc(F)cc1. The value obtained for the HOMO energy is -8.81 eV. The frontier orbital gap comes out at 9.426 eV. For the LUMO energy, the calculation gives 0.6 eV.

Geometry (Å):
O: -2.70 -1.15 1.36
S: -2.15 -1.11 0.04
O: -2.66 -2.01 -0.95
N: -0.49 -1.35 0.09
C: 0.13 -0.91 1.33
C: 1.57 -1.32 1.40
C: 1.94 -2.64 1.62
Cl: 0.70 -3.84 1.80
C: 3.26 -3.03 1.73
C: 4.26 -2.08 1.60
C: 3.93 -0.76 1.36
C: 2.60 -0.38 1.24
O: 2.32 0.95 1.06
C: 1.78 1.37 -0.13
C: 1.40 2.71 -0.19
C: 0.90 3.23 -1.36
C: 0.77 2.43 -2.48
C: 1.13 1.10 -2.42
C: 1.64 0.56 -1.24
C: -2.24 0.56 -0.58
C: -2.24 1.61 0.31
C: -2.31 2.91 -0.17
C: -2.38 3.10 -1.54
F: -2.44 4.36 -2.01
C: -2.40 2.05 -2.44
C: -2.32 0.76 -1.94
H: -0.29 -2.32 -0.12
H: -0.41 -1.33 2.19
H: 0.03 0.17 1.37
H: 3.50 -4.07 1.91
H: 5.29 -2.37 1.69
H: 4.69 -0.01 1.25
H: 1.52 3.33 0.69
H: 0.62 4.28 -1.41
H: 0.39 2.84 -3.41
H: 1.03 0.46 -3.28
H: 1.94 -0.47 -1.20
H: -2.22 1.41 1.37
H: -2.31 3.76 0.49
H: -2.47 2.25 -3.49
H: -2.34 -0.10 -2.59